Molecular formula: C60H162N10O26
Method: DFT, the ωB97M-V functional and the def2-TZVPD basis

Last column: Löwdin charge in e.
CARTESIAN COORDINATES (ANGSTROEM)
C  18.587  9.914  13.400  -0.09
C  15.324  18.079  14.334  -0.14
H  21.077  8.733  19.074  0.10
C  16.262  9.823  14.198  -0.20
H  11.074  13.257  24.084  0.10
O  24.843  14.079  16.898  -0.19
O  17.116  15.411  22.298  -0.20
H  19.415  13.283  13.283  0.08
H  18.268  23.870  17.990  0.13
H  10.504  15.857  14.242  0.11
C  17.653  16.613  22.790  -0.23
O  18.456  19.344  20.783  -0.07
H  24.545  14.860  10.959  0.09
H  19.209  24.399  16.545  0.13
H  18.943  18.777  14.834  0.10
H  18.743  19.240  12.170  0.12
C  19.350  10.108  21.594  -0.24
H  17.289  9.873  23.187  0.06
H  14.113  17.608  17.481  0.07
O  14.495  25.076  17.173  -0.19
H  18.017  14.395  16.791  0.09
H  14.468  12.306  22.169  0.15
H  14.661  13.673  23.330  0.11
H  12.149  13.505  20.805  0.12
H  13.666  12.959  14.071  0.08
H  15.928  12.910  15.318  0.10
H  16.785  20.163  14.180  0.12
H  15.643  11.601  13.221  0.09
H  18.130  16.130  19.826  0.09
O  10.491  15.247  20.003  -0.20
C  14.640  16.173  10.539  -0.20
C  13.966  14.285  21.425  -0.17
H  16.154  19.093  10.479  0.11
C  22.685  14.921  17.395  -0.21
H  15.432  13.199  17.757  0.10
C  16.032  13.920  17.246  -0.16
H  14.899  14.456  20.914  0.09
H  17.027  13.598  11.057  -0.01
N  20.364  16.752  10.639  -0.07
C  14.101  18.538  18.066  -0.11
H  16.621  9.755  17.427  0.08
C  18.896  17.675  17.734  -0.06
H  15.873  8.903  14.707  0.14
O  16.312  12.954  11.172  -0.07
H  18.620  17.059  14.439  0.08
H  20.128  17.412  15.146  0.07
N  16.115  18.073  21.589  -0.07
N  13.056  13.768  20.320  -0.03
C  15.597  22.827  11.425  -0.17
H  12.966  25.658  16.017  0.05
H  12.949  11.781  13.028  0.13
C  14.550  19.234  20.231  -0.22
C  21.591  16.695  9.822  -0.19
C  19.878  10.413  22.993  -0.22
H  20.324  16.377  19.241  0.03
C  13.225  11.969  14.064  -0.21
H  22.012  15.365  18.115  0.08
C  20.159  8.994  19.541  -0.16
H  17.034  10.648  24.619  0.09
H  20.748  11.093  22.795  0.13
H  13.126  15.238  16.463  0.05
H  24.439  15.415  18.546  0.13
H  19.622  8.124  19.854  0.11
O  12.447  15.253  14.551  -0.18
C  17.042  10.366  18.229  -0.13
H  22.861  15.700  16.638  0.12
C  17.336  21.061  18.249  -0.12
H  17.158  21.783  19.071  0.10
H  18.324  20.715  18.448  0.05
H  12.825  16.760  15.959  0.08
O  20.856  12.601  14.531  -0.19
C  18.326  23.818  16.865  -0.21
C  16.594  17.659  22.904  -0.19
C  20.561  13.964  16.501  -0.17
O  22.535  14.987  11.177  -0.23
O  16.747  14.761  15.129  -0.21
H  20.241  9.462  23.395  0.12
C  9.410  15.308  19.154  -0.15
H  17.869  17.917  17.309  0.11
H  16.749  12.176  10.807  0.05
H  15.111  26.202  15.678  0.10
C  11.881  11.936  14.796  -0.18
H  26.149  12.896  17.970  0.09
N  20.517  9.743  20.793  -0.06
O  12.779  12.847  23.042  -0.18
C  19.132  18.249  12.137  -0.23
H  18.708  9.205  21.546  0.12
H  9.981  12.480  16.343  0.10
H  14.406  21.935  13.759  0.11
H  14.823  19.556  22.351  0.14
H  18.463  16.977  22.127  0.11
H  21.042  13.362  12.575  0.08
C  16.618  14.924  13.689  -0.07
H  20.498  14.879  15.932  0.09
C  15.721  20.423  14.393  -0.18
H  16.997  25.679  17.922  0.12
C  19.414  17.829  14.441  -0.10
H  14.734  17.319  13.850  0.07
H  20.048  14.126  17.442  0.07
C  20.095  12.744  15.701  -0.23
H  20.157  11.837  16.305  0.11
H  10.616  15.959  11.881  0.12
H  19.033  12.789  15.502  0.09
H  16.290  23.593  11.750  0.12
H  13.165  18.978  18.163  0.07
H  19.082  18.269  18.665  0.08
H  23.878  13.662  18.647  0.13
H  24.037  15.199  12.643  0.09
C  10.892  12.139  16.894  -0.13
H  13.851  11.750  18.697  0.02
O  13.406  10.964  18.320  -0.06
H  17.998  16.532  23.816  0.13
H  21.387  14.562  20.874  0.00
C  26.163  13.803  17.345  -0.12
O  18.887  11.053  23.762  -0.17
H  13.870  24.405  15.326  0.07
C  11.360  15.323  12.343  -0.23
H  10.770  11.040  17.114  0.11
H  22.508  13.341  16.016  0.11
H  8.938  16.319  18.933  0.10
H  15.563  20.461  15.480  0.10
H  18.801  13.771  19.220  0.12
H  8.587  14.781  19.625  0.09
H  18.120  9.197  24.456  0.11
N  12.498  15.147  11.486  -0.03
H  12.206  14.570  24.253  0.08
H  16.998  16.162  18.462  0.12
H  18.688  10.956  13.056  0.07
H  14.765  18.548  11.552  0.09
C  17.847  10.211  24.040  -0.17
C  15.454  21.708  13.594  -0.24
O  15.290  17.285  9.941  -0.18
N  15.818  21.580  12.231  -0.05
H  17.227  13.887  19.565  0.11
H  12.713  17.080  10.707  0.12
H  14.667  22.156  7.866  0.09
C  17.872  14.207  22.557  -0.07
H  9.651  14.845  18.170  0.08
H  16.964  18.533  23.387  0.12
C  15.629  18.213  10.946  -0.11
C  20.484  13.535  13.506  -0.07
H  14.695  19.337  17.497  0.10
H  14.419  11.055  15.447  0.12
C  19.331  9.790  18.521  -0.21
H  17.439  26.475  16.454  0.11
O  14.646  18.157  19.295  -0.20
C  11.462  15.869  13.762  -0.24
H  11.759  16.954  13.644  0.13
H  18.922  14.296  22.205  0.09
H  14.005  18.026  21.955  0.13
H  17.094  15.883  9.948  0.03
H  11.524  10.888  14.834  0.13
H  15.223  26.994  17.241  0.12
H  21.098  10.582  20.687  0.11
C  14.819  18.739  21.600  -0.20
H  17.470  11.324  17.803  0.09
H  12.785  24.027  16.663  0.11
C  16.806  25.713  16.840  -0.22
C  11.867  13.822  23.557  -0.08
H  16.552  21.753  9.826  0.13
H  15.680  23.263  9.365  0.11
O  18.989  16.239  17.956  -0.24
H  10.892  12.649  17.884  0.08
H  13.547  15.075  18.626  0.11
H  13.557  19.662  20.174  0.12
H  20.525  16.316  11.525  0.09
H  15.193  20.882  11.790  0.10
C  12.668  14.627  19.179  -0.20
C  15.190  10.678  13.578  -0.23
H  19.311  21.928  16.937  0.14
C  14.605  21.195  8.402  -0.07
H  18.799  9.880  14.495  0.08
H  13.610  15.229  21.823  0.09
C  23.815  15.376  11.600  -0.10
H  16.729  15.962  13.492  0.03
H  15.739  14.924  17.584  0.09
H  19.282  9.196  12.903  0.10
N  17.096  24.390  16.270  -0.04
H  11.456  14.397  22.709  0.08
N  22.023  13.712  16.844  -0.03
C  13.294  16.420  11.341  -0.18
H  17.970  13.932  23.604  0.08
H  11.095  12.546  14.374  0.11
H  16.153  10.590  18.849  0.08
H  14.937  10.212  12.648  0.12
O  14.565  21.585  9.781  -0.20
H  16.035  17.357  20.888  0.10
H  18.306  17.537  12.136  0.09
H  22.356  17.447  10.213  0.13
H  11.419  15.808  16.338  0.08
H  11.445  16.311  18.609  0.09
H  15.385  15.739  11.248  0.09
H  21.380  16.956  8.772  0.12
H  15.328  19.967  19.917  0.12
H  15.564  20.715  8.228  0.08
H  14.395  15.440  9.721  0.15
C  11.728  15.792  19.507  -0.18
H  16.848  10.316  14.939  0.08
H  13.811  20.548  8.186  0.08
H  12.946  11.393  17.605  -0.03
H  15.174  17.859  15.395  0.08
H  19.401  9.373  17.480  0.13
O  17.214  21.631  16.969  -0.21
H  23.062  15.184  9.189  0.12
O  12.068  12.351  16.148  -0.24
H  18.564  15.784  10.473  0.00
H  21.205  13.541  19.757  0.01
H  16.398  17.919  14.107  0.08
H  20.586  14.601  13.767  0.08
C  12.394  15.749  15.895  -0.09
H  16.673  20.175  18.377  0.07
O  20.044  17.942  13.167  -0.17
C  15.395  26.102  16.690  -0.20
H  17.295  14.294  13.112  0.06
C  15.724  13.886  15.732  -0.14
H  15.597  14.650  13.362  0.08
C  18.360  22.363  16.521  -0.22
O  17.242  9.466  13.194  -0.21
H  18.266  22.241  15.445  0.11
H  13.475  16.932  12.288  0.08
O  17.780  15.267  10.238  -0.05
C  15.675  22.417  9.995  -0.27
H  18.822  11.016  21.213  0.13
H  17.598  19.135  21.212  0.00
H  15.841  17.254  23.504  0.10
H  10.858  14.373  12.463  0.10
O  21.009  16.479  19.972  -0.06
H  20.825  18.791  11.105  0.12
H  26.708  14.606  17.838  0.08
O  21.445  13.619  20.684  -0.06
H  19.444  18.415  9.951  0.13
H  13.235  14.608  12.017  0.12
C  13.994  13.263  22.578  -0.26
C  22.171  15.267  9.816  -0.17
H  17.417  13.365  22.031  0.08
H  19.657  10.842  18.491  0.11
O  14.907  19.328  13.924  -0.19
H  12.181  13.983  18.422  0.08
H  14.700  14.191  15.559  0.09
H  21.372  14.598  9.521  0.12
O  18.000  9.741  18.966  -0.21
H  26.766  13.686  16.436  0.09
H  20.546  16.972  20.636  0.02
H  23.983  16.427  11.424  0.07
C  24.033  14.548  17.969  -0.24
H  14.589  23.158  11.506  0.11
H  16.338  17.852  11.645  0.04
H  16.055  22.545  14.066  0.13
N  17.495  13.802  17.472  -0.04
N  14.103  10.919  14.472  -0.05
H  12.106  16.530  20.212  0.11
H  19.063  19.594  21.476  0.04
H  19.616  17.910  17.000  0.04
H  16.346  23.812  16.658  0.10
C  17.943  15.755  18.857  -0.17
C  19.971  18.128  10.881  -0.20
C  13.472  24.802  16.236  -0.11
C  17.884  14.269  18.797  -0.21

**HOMO energy**: -8.2 eV
**HOMO-LUMO gap**: 8.45 eV
**Maximum force**: 3.6 eV/A
**Energy above the lowest of the compared OMol25 structures with the same formula, charge and spin**: 0.0 kcal/mol
**Lowest unoccupied orbital energy**: 0.00847 hartree